Record 1
CHN3O3 in the gas phase. Source: OMol25; level of theory: ωB97M-V/def2-TZVPD.

Charge: 0
Structure (SMILES): O=c1nnon1O
HOMO level (eV): -10.82
Kohn-Sham gap (hartree): 0.361
LUMO level (Eh): -0.0370
E (hartree): -428.47702

Last column: Löwdin charge in e.
CARTESIAN COORDINATES (ANGSTROEM)
1 O 1.2905 -0.1698 1.4678  0.093
2 C 0.7224 0.0986 0.3810  -0.439
3 N 1.1328 0.1658 -1.0394  0.136
4 N 0.1724 0.3238 -1.7367  0.080
5 O -1.0403 0.0165 -1.0227  0.006
6 N -0.5667 0.2786 0.2391  -0.090
7 O -1.1788 -0.5868 1.2945  0.019
8 H -2.0754 -0.0484 1.5559  0.196

Atoms 1-3, force components in eV/Å:
O -1.01 1.44 -4.63
C 3.92 -2.24 2.75
N 2.37 1.30 1.47

Record 2
A gas-phase ion, C3H2NO2S (charge -1). Source: OMol25; level of theory: ωB97M-V/def2-TZVPD.

Charge: -1
Structure (SMILES): O=C1N=CS[C@H]1[O-]
HOMO level (eV): -4.03
Kohn-Sham gap (hartree): 0.280
LUMO level (Eh): 0.1318
E (hartree): -718.96321

Last column: Löwdin charge in e.
CARTESIAN COORDINATES (ANGSTROEM)
1 O 1.6349 1.3768 0.7812  0.038
2 C 0.8246 0.5580 0.3846  -0.513
3 N 1.1768 -0.7081 -0.0154  0.017
4 C 0.3076 -1.3820 -0.6962  -0.591
5 S -1.2622 -0.7591 -1.0124  0.665
6 C -0.6927 0.8690 0.4139  -0.496
7 O -1.3267 0.6337 1.5218  -0.187
8 H 0.3050 -2.3006 -1.1713  -0.005
9 H -0.9673 1.7122 -0.2063  0.072

Atoms 1-3, force components in eV/Å:
O -0.44 -0.20 -0.31
C -0.61 0.04 0.34
N 1.53 -1.73 -0.60

Record 3
13 unconnected molecules or ions with the total composition C26H58IN14O27. Source: OMol25; level of theory: ωB97M-V/def2-TZVPD.

Charge: +1
HOMO level (eV): -12.06
Kohn-Sham gap (hartree): 0.297
LUMO level (Eh): -0.1463
E (hartree): -4119.82748

Last column: Löwdin charge in e.
CARTESIAN COORDINATES (ANGSTROEM)
1 C 3.8834 0.0844 2.4589  -0.146
2 C 3.4037 1.2009 1.4940  -0.245
3 C 2.5197 0.7257 0.2903  -0.582
4 I 2.0397 -1.3953 0.2694  1.075
5 C 1.2098 1.4399 0.1453  -0.204
6 C 0.7879 2.0324 -1.0433  0.031
7 N -0.3667 2.6159 -1.1599  0.066
8 N -1.2993 2.7966 -0.2464  0.195
9 C -0.9168 2.2855 0.8968  -0.188
10 C -1.9069 2.4777 2.0510  -0.084
11 C -2.7115 1.1842 2.4364  -0.146
12 C -2.6504 0.0144 1.4297  -0.145
13 C -3.5691 0.2012 0.1918  -0.164
14 O -3.9259 1.5708 -0.0219  -0.045
15 C -4.8698 1.7326 -0.9605  -0.379
16 O -5.8582 1.0879 -1.0266  0.096
17 C 0.2765 1.5853 1.1950  -0.077
18 C 0.5105 1.0364 2.5776  -0.089
19 C 1.0421 2.1120 3.5912  -0.218
20 O 0.2234 2.0062 4.7730  -0.068
21 H 4.5686 -0.6197 1.9745  0.072
22 H 3.0607 -0.4253 2.9744  0.035
23 H 4.4703 0.5916 3.2440  0.081
24 H 4.3262 1.6211 1.0667  0.120
25 H 2.9497 1.9976 2.0928  0.077
26 H 3.1057 0.8934 -0.6203  0.084
27 H 1.4488 2.0044 -1.9118  0.156
28 H -0.5965 2.9910 -2.0790  0.143
29 H -1.3407 2.8001 2.9349  0.103
30 H -2.6059 3.2879 1.8177  0.120
31 H -3.7697 1.4733 2.5255  0.116
32 H -2.4070 0.8386 3.4325  0.114
33 H -1.6290 -0.2839 1.1502  0.103
34 H -3.0555 -0.8661 1.9531  0.109
35 H -3.0615 -0.2582 -0.6774  0.125
36 H -4.4700 -0.4088 0.3438  0.100
37 H -4.7813 2.5321 -1.7196  0.155
38 H -0.3458 0.5158 3.0136  0.118
39 H 1.2993 0.2801 2.4751  0.046
40 H 1.0074 3.1244 3.1667  0.130
41 H 2.0533 1.8607 3.9193  0.087
42 H -0.0198 2.9193 4.9768  0.083
43 C -0.7791 -4.3696 -2.0472  0.039
44 N 0.5871 -4.7440 -1.5864  -0.428
45 O 1.3428 -5.2257 -2.4024  0.082
46 O 0.8581 -4.5436 -0.4134  -0.015
47 H -0.8591 -4.6104 -3.1024  0.103
48 H -1.4851 -4.9405 -1.4667  0.073
49 H -0.9022 -3.3038 -1.8806  0.091
50 C 4.2722 3.4426 6.3733  0.063
51 N 3.2762 3.6408 5.2861  -0.423
52 O 3.6565 3.4989 4.1379  0.049
53 O 2.1474 3.9325 5.6237  0.075
54 H 5.2271 3.1894 5.9264  0.098
55 H 4.3381 4.3737 6.9293  0.106
56 H 3.9108 2.6342 7.0035  0.107
57 C -3.0163 0.8786 -4.0551  0.061
58 N -2.4425 2.1368 -4.6088  -0.422
59 O -1.5595 2.6940 -3.9672  0.017
60 O -2.8865 2.5248 -5.6589  0.116
61 H -2.5219 0.6553 -3.1148  0.082
62 H -4.0808 1.0420 -3.9061  0.101
63 H -2.8393 0.0916 -4.7830  0.110
64 C 0.9830 3.2995 -6.1830  0.053
65 N 2.0361 2.4041 -5.6297  -0.446
66 O 1.6888 1.5743 -4.7993  0.028
67 O 3.1626 2.5608 -6.0359  0.092
68 H 0.0367 3.0371 -5.7239  0.055
69 H 1.2629 4.3213 -5.9414  0.107
70 H 0.9470 3.1479 -7.2583  0.108
71 C 4.0908 -3.7461 -3.0580  0.043
72 N 4.6564 -2.4957 -3.6315  -0.425
73 O 4.5991 -2.3474 -4.8366  0.068
74 O 5.1436 -1.6971 -2.8501  0.027
75 H 3.6980 -4.3523 -3.8623  0.064
76 H 4.8951 -4.2645 -2.5428  0.116
77 H 3.3014 -3.4601 -2.3678  0.063
78 C 0.7431 -4.5686 3.0307  0.051
79 N 0.4835 -3.1152 3.2000  -0.436
80 O -0.6762 -2.7447 3.2290  0.048
81 O 1.4520 -2.3866 3.2974  -0.026
82 H -0.2070 -5.0838 2.9586  0.088
83 H 1.3221 -4.6949 2.1188  0.085
84 H 1.2993 -4.9049 3.9008  0.100
85 C 8.0686 -1.3423 -4.0138  0.046
86 N 9.1189 -2.2607 -3.4943  -0.451
87 O 8.7834 -3.0828 -2.6621  0.060
88 O 10.2394 -2.1239 -3.9403  0.065
89 H 7.1282 -1.5796 -3.5297  0.047
90 H 8.3772 -0.3266 -3.7824  0.104
91 H 8.0015 -1.4963 -5.0875  0.103
92 C -7.2323 3.3502 0.9287  0.046
93 N -6.9449 4.3385 2.0033  -0.441
94 O -6.1986 5.2630 1.7309  0.050
95 O -7.4739 4.1517 3.0761  0.085
96 H -6.7002 3.6378 0.0295  0.082
97 H -6.8989 2.3776 1.2799  0.097
98 H -8.3044 3.3591 0.7528  0.109
99 C -5.5919 8.4166 2.3567  0.034
100 N -5.0390 9.6970 1.8357  -0.455
101 O -4.1324 10.2135 2.4590  0.064
102 O -5.5371 10.1342 0.8177  0.061
103 H -5.0567 8.1483 3.2607  0.095
104 H -6.6464 8.5750 2.5642  0.103
105 H -5.4534 7.6634 1.5878  0.076
106 C -5.3485 -3.1808 -0.5971  0.065
107 N -3.9856 -3.5331 -0.1067  -0.416
108 O -3.2033 -4.0142 -0.9113  0.034
109 O -3.7481 -3.3179 1.0612  0.082
110 H -5.4132 -3.4287 -1.6509  0.100
111 H -6.0632 -3.7591 -0.0183  0.109
112 H -5.4893 -2.1148 -0.4400  0.080
113 C -2.4963 -5.4206 5.4882  0.046
114 N -1.4629 -6.3566 6.0130  -0.445
115 O -1.8107 -7.1719 6.8374  0.088
116 O -0.3341 -6.2317 5.5708  0.045
117 H -3.4429 -5.6466 5.9667  0.095
118 H -2.1731 -4.4103 5.7242  0.099
119 H -2.5591 -5.5704 4.4137  0.095
120 C 5.4376 -5.2727 -6.9468  0.051
121 N 4.7110 -6.3166 -6.1724  -0.437
122 O 4.3468 -7.3073 -6.7659  0.086
123 O 4.5342 -6.0955 -4.9868  0.039
124 H 5.5211 -5.6012 -7.9768  0.095
125 H 4.8618 -4.3532 -6.8764  0.091
126 H 6.4192 -5.1556 -6.4956  0.103

Atoms 1-3, force components in eV/Å:
C 0.22 0.92 0.39
C 0.64 -0.87 0.12
C 0.32 0.55 -0.09

Record 4
2 unconnected molecules or ions with the total composition H2N2O2S. Source: OMol25; level of theory: ωB97M-V/def2-TZVPD.

Charge: 0
HOMO level (eV): -8.86
Kohn-Sham gap (hartree): 0.291
LUMO level (Eh): -0.0344
E (hartree): -659.24363

Last column: Löwdin charge in e.
CARTESIAN COORDINATES (ANGSTROEM)
1 N -0.6509 -0.9312 0.1501  -0.402
2 N 0.3963 -1.2076 0.4886  0.190
3 O -1.8871 1.0022 -0.0760  -0.568
4 O 1.4009 0.8143 0.1280  -0.070
5 S -2.0867 -0.4149 -0.0699  0.862
6 H 1.3720 0.8234 -0.8860  0.098
7 H 1.4554 -0.0863 0.2653  -0.110

Atoms 1-3, force components in eV/Å:
N 3.10 -2.92 1.40
N -1.60 -1.21 -0.27
O -0.70 3.28 -0.18